A structure of composition C41H69F6N4O23PbS2. Source: the OMol25 dataset; level of theory: wB97M-V/def2-TZVPD.

Properties
HOMO energy	-8.999	eV
frontier orbital gap	1.20	eV
charge	+1
DFT total energy	-5140.85378	hartree

CARTESIAN COORDINATES (ANGSTROEM)
Pb  -1.78  4.03  2.41
C  -0.90  -1.53  -0.74
F  -0.79  -2.24  -1.87
F  -1.84  -0.60  -0.88
F  -1.20  -2.33  0.34
S  0.83  -0.56  -0.49
O  1.92  -1.59  -0.46
O  0.96  0.36  -1.59
N  0.53  0.38  1.05
S  1.19  -0.50  2.14
O  0.81  0.04  3.44
O  1.05  -1.96  1.98
C  3.13  -0.07  1.94
F  3.44  0.82  2.86
F  3.92  -1.20  2.07
F  3.23  0.48  0.75
C  -4.19  -0.34  8.85
O  -4.35  0.44  7.65
C  -5.64  0.97  7.44
C  -5.37  1.95  6.34
N  -4.50  1.52  5.27
C  -5.17  0.49  4.47
C  -6.25  1.09  3.59
O  -5.94  2.31  2.97
C  -7.11  3.14  2.67
H  -4.65  -1.33  8.85
H  -4.62  0.13  9.73
H  -3.12  -0.39  9.06
H  -6.03  1.31  8.40
H  -6.32  0.14  7.25
H  -4.88  2.79  6.84
H  -6.23  2.48  5.92
H  -3.90  0.95  5.86
H  -5.48  -0.29  5.17
H  -4.42  0.06  3.80
H  -7.04  1.33  4.30
H  -6.56  0.45  2.77
H  -7.61  2.59  1.87
H  -6.72  4.10  2.33
H  -7.67  3.37  3.57
C  0.45  -0.38  -10.57
O  1.82  0.05  -10.41
C  2.55  -0.72  -9.56
C  4.06  -0.28  -9.49
N  4.20  1.08  -8.96
C  4.11  1.22  -7.54
C  4.12  2.67  -7.04
O  5.15  3.37  -7.77
C  4.90  4.81  -7.77
H  -0.19  -0.17  -9.71
H  0.45  -1.44  -10.78
H  0.24  0.11  -11.53
H  2.51  -1.75  -9.89
H  2.14  -0.70  -8.55
H  4.43  -0.25  -10.52
H  4.67  -1.09  -9.10
H  3.77  1.85  -9.46
H  4.98  0.67  -7.19
H  3.30  0.70  -7.03
H  4.34  2.66  -5.97
H  3.20  3.23  -7.18
H  5.68  5.39  -8.25
H  4.63  5.15  -6.76
H  4.01  5.14  -8.31
C  0.08  5.35  5.65
O  0.58  5.29  4.30
C  1.68  6.16  4.06
C  2.05  6.16  2.58
N  0.87  6.29  1.73
C  1.22  5.93  0.33
C  0.01  6.10  -0.61
O  -1.00  5.08  -0.36
C  -2.19  5.37  -1.06
H  0.97  5.35  6.27
H  -0.64  4.58  5.92
H  -0.44  6.26  5.95
H  2.51  5.90  4.72
H  1.27  7.14  4.32
H  2.63  5.25  2.43
H  2.80  6.93  2.38
H  0.68  7.28  1.72
H  1.53  4.89  0.23
H  1.96  6.66  0.00
H  0.49  5.82  -1.55
H  -0.38  7.11  -0.50
H  -1.98  5.57  -2.11
H  -2.67  6.20  -0.55
H  -2.96  4.59  -1.07
C  -3.64  -6.61  5.42
C  -3.66  -6.65  4.06
C  -4.89  -6.94  3.41
C  -6.00  -7.42  4.11
C  -5.95  -7.36  5.52
C  -4.78  -6.96  6.14
O  -4.74  -6.90  7.54
O  -4.96  -6.99  2.03
H  -2.77  -6.16  5.87
H  -2.81  -6.32  3.49
H  -6.85  -7.81  3.58
H  -6.82  -7.60  6.11
H  -5.59  -6.51  7.77
H  -4.08  -7.24  1.74
C  -8.41  -0.85  -4.63
C  -8.56  -1.75  -3.57
C  -7.87  -2.93  -3.55
C  -6.95  -3.18  -4.48
C  -6.73  -2.32  -5.53
C  -7.46  -1.14  -5.62
O  -7.23  -0.20  -6.50
O  -8.04  -3.80  -2.48
H  -9.00  0.06  -4.57
H  -9.25  -1.57  -2.77
H  -6.38  -4.06  -4.24
H  -6.01  -2.55  -6.30
H  -8.00  0.36  -6.62
H  -7.28  -4.08  -1.98
C  9.44  2.68  1.28
C  9.42  3.27  2.62
O  9.23  4.62  2.28
C  8.59  4.77  1.09
O  8.09  5.75  0.66
O  8.59  3.61  0.54
H  8.92  1.73  1.26
H  10.48  2.69  0.97
H  10.36  3.20  3.16
H  8.52  2.85  3.09
C  4.42  -6.29  3.03
C  4.21  -7.76  3.36
O  3.35  -7.68  4.51
C  3.39  -6.47  5.05
O  3.00  -6.11  6.16
O  4.21  -5.73  4.38
H  3.75  -5.88  2.27
H  5.42  -5.97  2.73
H  5.10  -8.33  3.64
H  3.68  -8.22  2.54
C  7.33  -2.85  -3.62
C  6.52  -4.17  -3.85
O  7.39  -4.82  -4.74
C  8.24  -3.96  -5.39
O  8.91  -4.32  -6.35
O  8.23  -2.75  -4.72
H  7.90  -3.00  -2.71
H  6.67  -2.00  -3.48
H  5.48  -4.04  -4.14
H  6.48  -4.77  -2.94

Here are the Löwdin charges for atoms 1 to 2, given in e: atom 1 (Pb): 1.745, atom 2 (C): -0.585